No. 1
{
  "formula": "C39H51F3IN10",
  "method": "ωB97M-V/def2-TZVPD",
  "total_energy_ev": -72414.279,
  "charge": 1,
  "homo_ev": -8.61,
  "species": ["F", "C", "F", "F", "C", "C", "N", "I", "H", "H", "H", "H", "H", "H", "N", "C", "C", "C", "C", "H", "H", "H", "H", "H", "N", "C", "C", "C", "C", "H", "H", "H", "H", "H", "N", "C", "C", "C", "C", "H", "H", "H", "H", "H", "N", "C", "C", "C", "C", "H", "H", "H", "H", "H", "N", "C", "C", "C", "C", "H", "H", "H", "H", "H", "N", "C", "C", "C", "C", "H", "H", "H", "H", "H", "N", "C", "C", "C", "C", "H", "H", "H", "H", "H", "N", "C", "C", "C", "C", "H", "H", "H", "H", "H", "N", "C", "C", "C", "C", "H", "H", "H", "H", "H"],
  "coordinates": [[-0.53590, -5.60176, 2.53947], [-0.85402, -6.46384, 3.49366], [-2.11915, -6.38106, 3.68461], [-0.22622, -6.09625, 4.56761], [-0.47259, -7.83219, 3.03030], [-0.72277, -8.92961, 4.04874], [0.55928, -9.49243, 4.63230], [1.05363, -8.72615, 6.51708], [-0.98121, -7.99851, 2.09735], [0.58438, -7.80711, 2.79596], [-1.27351, -9.76895, 3.65846], [-1.29656, -8.53104, 4.86932], [0.48641, -10.50954, 4.72371], [1.36040, -9.31350, 4.02660], [-1.01275, -2.57320, 4.05787], [-2.12600, -1.94442, 4.55015], [-2.17140, -0.68974, 4.00825], [-1.04367, -0.55381, 3.15400], [-0.34903, -1.73123, 3.20387], [-0.72666, -3.50463, 4.28908], [-2.78612, -2.44264, 5.23945], [-2.92898, 0.05081, 4.20089], [-0.77577, 0.31047, 2.56928], [0.55504, -2.04231, 2.70811], [2.94871, 2.07157, 1.00160], [1.84827, 1.73510, 1.74235], [0.92608, 2.73675, 1.60304], [1.49082, 3.71354, 0.73943], [2.73766, 3.27404, 0.38492], [3.78375, 1.52106, 0.92241], [1.81775, 0.81680, 2.30412], [-0.04571, 2.76752, 2.06721], [1.03259, 4.63193, 0.41414], [3.48912, 3.71084, -0.25012], [-1.47393, -12.14560, 1.54294], [-1.27529, -12.81610, 0.36141], [-2.39778, -13.55227, 0.11009], [-3.31255, -13.32033, 1.17463], [-2.71956, -12.44955, 2.04276], [-0.81020, -11.53214, 1.97392], [-0.35812, -12.70926, -0.19196], [-2.55119, -14.18902, -0.74428], [-4.29488, -13.74664, 1.28617], [-3.07146, -12.02150, 2.96724], [0.47035, 7.46675, -0.65704], [-0.73209, 6.89147, -0.34985], [-1.66229, 7.35587, -1.23964], [-0.99413, 8.24679, -2.12271], [0.32123, 8.29182, -1.73658], [1.33108, 7.30792, -0.16497], [-0.82193, 6.20301, 0.47282], [-2.70466, 7.08632, -1.25917], [-1.43080, 8.78850, -2.94693], [1.16224, 8.83440, -2.13441], [1.89100, 10.48339, -4.30406], [2.44639, 9.97853, -5.44709], [3.58962, 10.68749, -5.70630], [3.73115, 11.65490, -4.67246], [2.66767, 11.50436, -3.82450], [1.03919, 10.15790, -3.88434], [1.97898, 9.16641, -5.97787], [4.25018, 10.53181, -6.54306], [4.52088, 12.37950, -4.56780], [2.39561, 12.03406, -2.92731], [0.78525, 12.17854, -7.51019], [-0.41576, 11.60902, -7.19136], [-1.35999, 12.10468, -8.05139], [-0.69955, 13.00753, -8.92685], [0.62215, 13.02982, -8.56679], [1.65477, 11.99720, -7.03515], [-0.49655, 10.90351, -6.38192], [-2.40639, 11.84885, -8.05293], [-1.14376, 13.57517, -9.72727], [1.45667, 13.57720, -8.97034], [-0.12511, -13.21380, 4.81908], [0.40888, -14.46256, 4.97989], [0.61927, -14.66336, 6.31696], [0.19202, -13.49538, 6.99929], [-0.25893, -12.61501, 6.05513], [-0.38667, -12.81473, 3.93529], [0.58652, -15.10117, 4.13195], [1.02629, -15.55573, 6.76044], [0.20898, -13.32507, 8.06256], [-0.67936, -11.62461, 6.15196], [1.52074, -6.31341, 0.42284], [2.34547, -5.53612, -0.34235], [2.85910, -6.31768, -1.34204], [2.32286, -7.62081, -1.18077], [1.49969, -7.58959, -0.08754], [1.01356, -5.99311, 1.23033], [2.49464, -4.49538, -0.11150], [3.54146, -5.99064, -2.10778], [2.51534, -8.48044, -1.80042], [0.89969, -8.36258, 0.36108], [-2.02177, 11.69726, -1.95546], [-1.39253, 12.05971, -3.11612], [-2.15431, 13.01585, -3.73167], [-3.28728, 13.24432, -2.90648], [-3.17522, 12.41799, -1.81934], [-1.68841, 11.00589, -1.30661], [-0.45998, 11.60953, -3.40570], [-1.92458, 13.49701, -4.66801], [-4.09213, 13.93578, -3.09068], [-3.81569, 12.28100, -0.96501]]
}

***

No. 2
{
  "formula": "C50H56BCsN15O3",
  "method": "ωB97M-V/def2-TZVPD",
  "total_energy_ev": -82479.560,
  "charge": -1,
  "homo_ev": -2.48,
  "relative_energy_ev": 0.889,
  "species": ["Cs", "C", "C", "N", "C", "C", "C", "C", "C", "C", "C", "N", "C", "C", "C", "C", "C", "C", "C", "C", "N", "C", "H", "H", "H", "H", "H", "H", "H", "H", "H", "H", "H", "H", "C", "N", "C", "N", "C", "N", "C", "C", "C", "C", "C", "C", "C", "N", "N", "C", "O", "C", "C", "C", "C", "C", "C", "N", "C", "N", "C", "N", "C", "H", "H", "H", "H", "H", "H", "H", "H", "H", "H", "H", "H", "H", "H", "H", "H", "N", "C", "C", "C", "N", "H", "H", "H", "H", "H", "H", "H", "H", "H", "H", "C", "N", "C", "C", "N", "H", "H", "H", "H", "H", "H", "C", "C", "C", "O", "B", "O", "C", "C", "C", "H", "H", "H", "H", "H", "H", "H", "H", "H", "H", "H", "H"],
  "coordinates": [[0.48668, -0.12419, -0.00272], [-0.48421, 4.66350, 1.90472], [-0.40575, 3.40677, 1.26872], [-0.14142, 2.29926, 1.91465], [0.06704, 2.32330, 3.25364], [0.00455, 3.53573, 3.97864], [-0.27243, 4.71699, 3.25199], [0.19292, 3.54737, 5.38390], [0.40492, 2.35205, 6.01332], [0.47591, 1.13481, 5.31960], [0.33235, 1.04956, 3.92927], [0.31316, -0.06596, 3.17218], [0.82561, -1.24407, 3.58265], [1.85736, -1.44631, 4.50925], [2.34353, -2.71968, 4.83639], [1.84270, -3.86196, 4.27193], [0.83738, -3.73149, 3.27864], [0.33087, -4.85342, 2.57669], [-0.56683, -4.68358, 1.56589], [-0.99791, -3.37166, 1.27040], [-0.58684, -2.32248, 1.93503], [0.33928, -2.46002, 2.91957], [-0.72658, 5.54794, 1.32650], [-0.58959, 3.30149, 0.20018], [-0.33104, 5.65454, 3.79534], [0.15237, 4.48398, 5.92622], [0.52493, 2.33026, 7.09198], [0.61201, 0.22704, 5.88993], [2.31056, -0.58781, 4.98506], [3.14031, -2.78953, 5.57043], [2.20441, -4.84618, 4.54737], [0.69055, -5.84189, 2.84670], [-0.94540, -5.51671, 0.98764], [-1.67737, -3.19640, 0.44056], [2.75121, 6.10412, 0.21264], [2.69958, 4.66375, 0.18338], [2.12953, 3.85049, -0.71753], [2.34044, 2.59503, -0.40203], [3.05622, 2.69544, 0.74699], [3.31035, 3.92473, 1.13885], [3.53417, 6.70506, -0.93394], [3.47651, 8.07838, -1.14461], [4.19976, 8.67696, -2.16475], [4.98178, 7.90237, -3.00822], [5.03072, 6.52790, -2.80753], [4.32222, 5.92911, -1.77411], [5.84759, 5.71791, -3.72002], [6.83846, 6.09340, -4.44347], [7.26185, 4.95493, -5.14263], [6.48728, 4.00020, -4.77310], [5.55720, 4.39867, -3.86768], [6.51540, 2.59781, -5.21006], [7.69434, 2.12502, -5.77972], [7.75634, 0.80981, -6.20846], [6.64886, -0.01409, -6.07069], [5.46570, 0.45890, -5.51799], [4.26472, -0.45574, -5.45912], [3.28472, -0.09193, -4.46670], [3.29599, -0.27973, -3.13775], [2.18563, 0.16252, -2.60009], [1.49287, 0.61447, -3.67599], [2.11246, 0.48747, -4.82949], [5.40315, 1.77691, -5.07698], [3.20761, 6.36027, 1.16841], [1.73460, 6.50318, 0.22576], [1.57035, 4.21352, -1.56645], [3.37583, 1.83937, 1.32004], [2.85474, 8.68998, -0.49982], [4.14328, 9.74721, -2.31281], [5.54296, 8.34617, -3.81853], [4.38186, 4.85906, -1.62596], [8.54385, 2.78664, -5.87393], [8.67036, 0.42635, -6.64213], [6.70557, -1.04581, -6.40078], [4.58627, -1.48466, -5.28624], [3.73269, -0.44350, -6.41095], [4.11852, -0.74698, -2.61792], [0.48669, 0.99430, -3.61155], [4.48584, 2.15203, -4.64016], [-2.97068, 0.42308, -0.07168], [-3.77497, 1.62085, 0.06030], [-4.05976, 2.21394, -1.31668], [-2.89644, 2.97456, -1.94081], [-1.64746, 2.21390, -1.98290], [-3.42837, -0.34172, -0.54959], [-2.58214, 0.10276, 0.80351], [-3.21558, 2.34287, 0.66440], [-4.73201, 1.45796, 0.58172], [-4.90625, 2.90507, -1.25043], [-4.37030, 1.40057, -1.98199], [-2.74540, 3.88893, -1.34722], [-3.20479, 3.31003, -2.93960], [-1.14866, 2.41150, -2.84041], [-1.83010, 1.20990, -1.95218], [4.22430, -5.08340, -1.07682], [3.34498, -4.60879, -0.01906], [3.65422, -5.03538, 1.33849], [2.77437, -3.42267, -0.20116], [2.24323, -2.41181, -0.38077], [4.19402, -6.17290, -1.10656], [5.25874, -4.76215, -0.90843], [3.87662, -4.69950, -2.03345], [3.50410, -6.11359, 1.41376], [2.99096, -4.53643, 2.03804], [4.69078, -4.79741, 1.59915], [-2.11987, -4.64407, -4.16548], [-0.93340, -4.09598, -3.37075], [-0.17443, -5.25710, -2.74088], [-1.46118, -3.28133, -2.32448], [-1.38290, -1.88096, -2.63586], [-0.57888, -1.82924, -3.83396], [-0.05197, -3.10472, -4.19083], [-0.14181, -3.26312, -5.70396], [1.42311, -3.12290, -3.78775], [-2.76683, -5.19689, -3.48247], [-1.81010, -5.31549, -4.97166], [-2.70304, -3.82644, -4.58874], [-0.87248, -5.86424, -2.16080], [0.59872, -4.89786, -2.06120], [0.28805, -5.90059, -3.49633], [-1.16537, -3.15596, -6.05730], [0.24257, -4.23556, -6.03009], [0.45650, -2.48226, -6.17794], [1.53440, -2.92411, -2.72209], [1.93046, -2.32676, -4.33913], [1.90571, -4.07474, -4.03346]]
}

***

No. 3
{
  "formula": "C27H36NTc",
  "method": "ωB97M-V/def2-TZVPD",
  "multiplicity": 4,
  "total_energy_ev": -32261.806,
  "charge": 1,
  "homo_ev": [-10.13, -10.72],
  "s2": 3.783,
  "species": ["C", "C", "C", "C", "C", "Tc", "C", "C", "H", "C", "H", "H", "C", "H", "H", "H", "C", "H", "H", "H", "C", "H", "H", "H", "C", "H", "H", "H", "C", "H", "H", "H", "C", "H", "H", "H", "C", "H", "H", "H", "C", "C", "C", "C", "H", "C", "H", "C", "H", "H", "H", "C", "C", "C", "C", "N", "C", "C", "H", "H", "H", "H", "H", "H", "H"],
  "coordinates": [[-2.09923, 0.76959, 0.61173], [-2.10577, -0.56663, 0.08556], [-1.81254, -0.50029, -1.31725], [-1.62909, 0.88040, -1.66687], [-1.77938, 1.66891, -0.46324], [-0.13573, 0.35576, -0.21845], [2.84823, 0.43459, -2.25941], [2.45683, 1.21115, -1.22419], [3.20648, 1.57001, -0.51620], [1.09762, 1.80205, -1.07380], [0.67499, 2.17313, -2.03198], [1.15318, 2.65733, -0.39089], [4.22827, -0.15761, -2.27103], [4.53085, -0.50813, -1.27231], [4.28186, -0.99852, -2.97128], [4.96247, 0.58993, -2.59734], [2.00406, 0.24301, -3.47306], [1.02094, -0.19768, -3.24122], [1.82271, 1.20334, -3.98789], [2.51971, -0.40449, -4.20125], [-2.47531, -1.80169, 0.83206], [-2.24634, -1.69256, 1.89668], [-3.55083, -2.01419, 0.73973], [-1.91101, -2.66445, 0.46625], [-1.78182, -1.67379, -2.23400], [-1.25555, -2.50984, -1.76243], [-2.79814, -2.01221, -2.47997], [-1.27294, -1.42171, -3.16782], [-1.49850, 1.40325, -3.05841], [-0.96749, 0.68683, -3.69236], [-2.49081, 1.57297, -3.50312], [-0.96527, 2.36114, -3.07876], [-1.73941, 3.15608, -0.35245], [-1.08257, 3.58987, -1.11130], [-2.74561, 3.57620, -0.48095], [-1.37355, 3.45706, 0.63655], [-2.59044, 1.16845, 1.96661], [-2.08749, 2.07382, 2.31942], [-3.66979, 1.37494, 1.93368], [-2.42563, 0.36687, 2.69202], [0.19722, -4.06801, 0.56801], [1.37559, -3.94682, -0.34704], [-0.78791, -4.97181, 0.50919], [1.04314, -4.57632, -1.57270], [2.36763, -3.50176, -0.43418], [-0.87699, -5.76910, -0.68015], [-1.51374, -5.09112, 1.31996], [-0.00753, -5.50500, -1.72825], [1.69298, -4.38829, -2.44976], [-1.60889, -6.58469, -0.73833], [-0.09027, -6.03956, -2.68224], [1.24161, 1.07653, 5.97174], [1.00064, 0.87339, 4.51133], [0.64321, -0.36858, 3.98542], [0.43864, -0.53052, 2.61854], [0.52065, 0.52750, 1.75740], [0.86473, 1.74009, 2.26580], [1.12750, 1.93335, 3.60900], [0.33384, 0.89314, 6.56114], [2.01749, 0.39799, 6.34794], [1.56595, 2.10492, 6.15995], [0.50658, -1.23040, 4.63417], [0.20394, -1.50849, 2.17926], [0.92562, 2.57467, 1.55736], [1.41158, 2.92645, 3.94226]]
}

***

No. 4
{
  "formula": "C49H39N4O4V",
  "method": "ωB97M-V/def2-TZVPD",
  "multiplicity": 3,
  "total_energy_ev": -91284.193,
  "homo_ev": [-6.09, -6.69],
  "relative_energy_ev": 2.335,
  "s2": 2.017,
  "species": ["V", "O", "C", "C", "C", "C", "C", "C", "C", "C", "C", "O", "C", "C", "C", "C", "C", "C", "C", "C", "C", "C", "C", "C", "N", "C", "C", "C", "C", "C", "C", "C", "C", "C", "C", "C", "C", "H", "H", "H", "H", "H", "H", "H", "H", "H", "H", "H", "H", "H", "H", "H", "H", "H", "H", "H", "H", "H", "H", "H", "H", "H", "H", "H", "C", "O", "C", "C", "C", "C", "C", "C", "N", "N", "C", "C", "C", "C", "O", "C", "N", "C", "C", "C", "C", "H", "H", "H", "H", "H", "H", "H", "H", "H", "H", "H", "H"],
  "coordinates": [[0.47159, -1.00968, -0.58335], [0.69644, -0.45717, 0.96147], [1.58816, -0.11600, 1.95848], [2.77648, -1.12677, 1.82520], [3.42543, -0.98264, 0.47853], [4.57129, -0.22545, 0.27525], [5.14558, -0.20420, -0.98402], [4.57466, -0.95149, -1.99705], [3.40159, -1.65113, -1.73888], [2.65270, -2.34422, -2.83684], [1.53593, -1.34225, -3.30455], [0.76052, -1.11891, -2.18769], [2.22817, -0.05453, -3.77420], [2.30358, 1.05034, -2.93456], [3.01541, 2.17830, -3.31329], [3.65778, 2.21002, -4.54075], [3.58701, 1.10992, -5.38321], [2.87497, -0.01773, -5.00455], [0.66021, -1.88760, -4.42837], [0.81206, -3.15263, -4.97544], [-0.04531, -3.59034, -5.97758], [-1.06003, -2.76861, -6.43746], [-1.21928, -1.50228, -5.88965], [-0.36188, -1.06482, -4.89539], [2.81917, -1.63600, -0.53035], [0.94320, -0.23504, 3.35246], [0.77780, -1.47819, 3.95623], [0.26520, -1.58093, 5.24099], [-0.10313, -0.44335, 5.94176], [0.01340, 0.79550, 5.33220], [0.51948, 0.89762, 4.04455], [2.13468, 1.30113, 1.76585], [3.15271, 1.77904, 2.58864], [3.61709, 3.07607, 2.45591], [3.06177, 3.92279, 1.50518], [2.04970, 3.45584, 0.68445], [1.59202, 2.15010, 0.81260], [2.33203, -2.12050, 1.86223], [3.49785, -1.00262, 2.63115], [5.00950, 0.32779, 1.09325], [6.03282, 0.38463, -1.17532], [5.00768, -0.97561, -2.98755], [2.14826, -3.22272, -2.43208], [3.31811, -2.60249, -3.66025], [1.82067, 1.01698, -1.96521], [3.07791, 3.02531, -2.64150], [4.21136, 3.08853, -4.84486], [4.09382, 1.12364, -6.33936], [2.82473, -0.87947, -5.65956], [1.58878, -3.81523, -4.61741], [0.08776, -4.58048, -6.39417], [-1.72995, -3.11627, -7.21276], [-2.01072, -0.85314, -6.24160], [-0.48771, -0.07939, -4.46278], [1.04895, -2.38323, 3.42934], [0.16526, -2.55757, 5.69651], [-0.48289, -0.52452, 6.95185], [-0.27658, 1.69377, 5.86261], [0.59399, 1.87358, 3.58600], [3.56265, 1.14125, 3.36221], [4.40750, 3.42982, 3.10536], [3.40648, 4.94527, 1.42554], [1.59912, 4.11302, -0.04883], [0.78055, 1.79164, 0.19124], [-3.03808, 2.66980, 5.47276], [-4.12191, 3.04592, 4.65029], [-4.56335, 2.14280, 3.73618], [-3.95228, 0.91942, 3.48115], [-4.49286, 0.05968, 2.54408], [-5.66545, 0.38912, 1.84322], [-6.27433, 1.62264, 2.12639], [-5.72587, 2.48666, 3.04426], [-6.32027, -0.46442, 0.96823], [-5.82056, -1.54551, 0.55469], [-4.51998, -1.78364, 0.26103], [-4.03674, -3.09587, 0.37653], [-2.69501, -3.41335, 0.26095], [-1.75793, -2.42902, -0.06923], [-0.48302, -2.65132, -0.25126], [-2.25212, -1.12456, -0.33723], [-1.32007, -0.25745, -0.81656], [-1.71166, 0.92545, -1.26405], [-3.03658, 1.34144, -1.21046], [-3.98827, 0.50416, -0.65862], [-3.61501, -0.76829, -0.21522], [-2.86490, 3.50772, 6.14368], [-2.13720, 2.47872, 4.88345], [-3.27573, 1.77920, 6.06262], [-3.05642, 0.61642, 4.00646], [-4.02773, -0.90269, 2.38266], [-7.19044, 1.87784, 1.61042], [-6.18719, 3.43960, 3.26665], [-4.75446, -3.86223, 0.63929], [-2.35685, -4.42578, 0.43572], [-0.94227, 1.56493, -1.68514], [-3.31721, 2.30913, -1.60049], [-5.02231, 0.81676, -0.61908]]
}